Arrangement a

The following is a quantum chemistry calculation of an isolated molecule of C4H8N4O, from OMol25.

CARTESIAN COORDINATES (ANGSTROEM)
C: -1.8688 -0.1436 0.2899
C: -1.4119 -1.5111 -0.0444
C: 0.2716 -0.1229 -0.2674
C: 2.6061 -0.4416 0.0818
H: -0.4148 2.2496 0.7841
H: -0.4709 2.5832 -0.8836
H: -2.0582 -0.0312 1.4262
H: -2.7239 0.1742 -0.2555
H: -1.8726 -1.5297 -1.1016
H: -1.6903 -2.3878 0.6625
H: 2.3749 -1.5952 0.0776
H: 3.6362 1.0659 -0.0826
N: -0.9109 1.9899 -0.0947
N: -0.8097 0.6975 -0.1699
N: 1.5029 0.3729 -0.2332
N: 3.7914 0.0320 0.1190
O: 0.0489 -1.4023 -0.3082

Computed properties:
M: 128.13 g mol⁻¹
E_LUMO: 0.57 eV
SMILES: [H]/N=C\N=C1/OCCN1N
Highest occupied orbital energy: -8.52 eV
Frontier orbital gap: 9.0850 eV

Arrangement b

The following is a quantum chemistry calculation of an isolated molecule of C4H8N4O, from OMol25.

CARTESIAN COORDINATES (ANGSTROEM)
C: -0.7124 -0.9898 0.3144
C: 0.6334 -0.7061 0.0266
C: -2.2045 -0.6215 0.1581
C: 2.5683 0.3134 -0.9538
N: 0.6598 -2.2953 1.5150
N: -1.4630 -2.7125 1.7477
N: -0.5600 -2.0474 1.2441
N: 1.1232 0.3460 -0.7609
O: 1.4297 -1.4705 0.7576
H: -2.6223 -0.3635 1.2020
H: -2.3260 0.2858 -0.5309
H: -2.6286 -1.4805 -0.1988
H: 2.9471 0.2054 -1.9640
H: 2.9646 1.1394 -0.5286
H: 2.9648 -0.4501 -0.3604
H: -2.3577 -2.3096 1.7570
H: 0.5397 0.5732 -1.6392

Computed properties:
M: 128.13 g mol⁻¹
E_LUMO: 0.54 eV
Highest occupied orbital energy: -8.07 eV
Frontier orbital gap: 8.6153 eV

Arrangement c

The following is a quantum chemistry calculation of an isolated molecule of C4H8N4O, from OMol25.

CARTESIAN COORDINATES (ANGSTROEM)
C: -1.5534 -0.5951 -0.2098
C: -0.6148 0.5061 1.5026
C: 0.1370 -0.5806 -0.2090
C: 1.8319 -0.0368 -2.0426
N: 0.4733 0.1785 0.9385
N: -1.8231 0.1483 0.8873
N: -0.5017 1.0591 2.7066
N: 0.5148 -0.0144 -1.4849
O: -2.3274 -1.0631 -0.9747
H: 0.7673 -1.5096 -0.0589
H: 2.3594 -0.8154 -1.4894
H: 1.8756 -0.3593 -3.1068
H: 2.4559 0.8989 -2.1896
H: -2.7289 0.4609 1.1802
H: 0.4910 1.1733 3.0736
H: -1.1580 0.8910 3.5144
H: -0.1987 -0.3418 -2.0376

Computed properties:
M: 128.13 g mol⁻¹
E_LUMO: 0.68 eV
SMILES: CN[C@H]1N=C(N)NC1=O
Highest occupied orbital energy: -8.61 eV
Frontier orbital gap: 9.2897 eV

Arrangement d

The following is a quantum chemistry calculation of an isolated molecule of C4H8N4O, from OMol25.

CARTESIAN COORDINATES (ANGSTROEM)
C: 0.5591 2.0673 2.0060
C: -0.1626 -0.2116 -0.6588
C: -0.1396 -1.3955 -1.5883
C: 0.6021 0.0949 0.4421
H: 0.3486 1.5580 2.9549
H: 1.6487 2.3003 1.9068
H: -0.0593 2.9469 1.9782
H: 0.5934 -2.0946 -1.1867
H: 0.2617 -1.1142 -2.5910
H: -2.0287 -1.4493 -2.2985
H: -1.7966 -2.4011 -0.9734
H: 1.7431 -1.4009 0.6790
N: 0.1306 1.2869 0.8737
N: -0.8956 1.6806 0.0943
N: -1.0559 0.7733 -0.8267
N: -1.3819 -2.1244 -1.8596
O: 1.6328 -0.5167 1.0480

Computed properties:
M: 128.13 g mol⁻¹
E_LUMO: 0.42 eV
SMILES: Cn1nnc(CN)c1O
Highest occupied orbital energy: -8.91 eV
Frontier orbital gap: 9.3264 eV

Of them, arrangement b has the lowest stability.

Arrangement a

The following is a quantum chemistry calculation of an isolated molecule of C4H8N4O, from OMol25.

CARTESIAN COORDINATES (ANGSTROEM)
C: 0.8167 0.1525 0.8667
C: 0.9447 -0.9243 -0.0095
C: -1.5833 0.0646 0.1443
C: 1.2465 1.4224 0.4114
N: -0.0546 -1.6347 -0.4401
N: -1.3210 -1.0593 -0.3730
N: 2.1687 -1.5193 -0.0683
N: -2.8026 0.5972 0.0253
O: 1.2485 1.9213 -0.9751
H: 0.6313 2.0826 1.0834
H: 2.3223 1.4441 0.6263
H: -2.0573 -1.6605 -0.8776
H: 1.9396 -2.4784 -0.0445
H: 2.5914 -1.4029 0.8363
H: -3.6027 0.0882 -0.2675
H: -2.9837 1.4825 0.5099
H: 0.4955 1.4240 -1.4479

Computed properties:
M: 128.13 g mol⁻¹
E_LUMO: 0.28 eV
Highest occupied orbital energy: -8.11 eV
Frontier orbital gap: 8.3831 eV

Arrangement b

The following is a quantum chemistry calculation of a cluster of 2 separate species, C4H8N4O in total, from OMol25.

CARTESIAN COORDINATES (ANGSTROEM)
C: -2.7452 0.9987 0.2843
C: -1.0347 -0.0425 -0.1954
C: 2.0237 0.7104 0.4807
C: 1.2583 0.4559 -0.8116
N: -1.4829 1.1806 -0.0207
N: -3.1648 -0.2382 0.2522
N: 0.7589 -2.2797 0.4836
N: 0.1377 -0.4282 -0.7579
O: -1.9903 -0.9405 -0.0651
H: -3.2730 1.9216 0.5037
H: 1.5058 -0.0154 1.0829
H: 3.0447 0.7177 0.3071
H: 1.7260 1.6756 0.8589
H: 0.8768 1.2220 -1.3086
H: 1.9243 -0.0010 -1.5513
H: -0.2451 -2.1847 0.8794
H: 0.6798 -2.7525 -0.4223

Computed properties:
M: 128.13 g mol⁻¹
E_LUMO (alpha / beta): -0.57 / -1.82 eV
Highest occupied orbital energy (alpha / beta): -9.58 / -9.48 eV
Frontier orbital gap (alpha / beta): 9.0032 / 7.6638 eV

Arrangement c

The following is a quantum chemistry calculation of an isolated molecule of C4H8N4O, from OMol25.

CARTESIAN COORDINATES (ANGSTROEM)
C: -0.7845 1.4035 -0.4273
C: 1.2404 0.8381 0.5775
C: 1.7465 -0.1960 -0.2218
C: -1.0109 -0.9057 0.6400
H: -3.4389 -0.7790 -0.5827
H: -1.3510 1.9308 -1.3029
H: 0.4795 0.3431 1.3862
H: 2.0446 1.4810 1.0765
H: 2.1604 -0.9065 0.5341
H: 2.3024 0.1981 -0.9704
H: 1.3179 -1.6124 -1.2708
H: -1.1401 -1.5685 1.6109
N: -1.5259 0.1636 -0.1633
N: 0.2753 1.9388 0.0216
N: 0.6565 -0.9311 -0.9829
N: -0.0649 -1.5757 0.1443
O: -2.9073 0.1780 -0.0690

Computed properties:
M: 128.13 g mol⁻¹
E_LUMO: 0.23 eV
SMILES: ON1/C=N\CCN/N=C\1
Highest occupied orbital energy: -8.56 eV
Frontier orbital gap: 8.7897 eV

Of them, arrangement c has the lowest stability.

Arrangement a

The following is a quantum chemistry calculation of a cluster of 2 separate species, C4H4N2OS in total, from OMol25.

CARTESIAN COORDINATES (ANGSTROEM)
C: 0.4237 -0.6613 -0.0375
C: -1.8571 0.0460 0.2398
C: 0.8316 0.6606 0.1463
C: 0.2080 1.9824 -0.0848
H: 0.7348 -2.8108 0.3623
H: 2.1506 -1.6928 -1.0829
H: -1.3449 0.9355 0.9028
H: 1.7924 1.0050 0.5831
N: 1.3498 -1.6928 -0.2354
N: 0.0216 3.1925 -0.3589
O: -0.8671 -0.9464 -0.2497
S: -3.4435 -0.0179 -0.1852

Computed properties:
M: 128.16 g mol⁻¹
E_LUMO: -0.87 eV
Highest occupied orbital energy: -9.05 eV
Frontier orbital gap: 8.1836 eV

Arrangement b

The following is a quantum chemistry calculation of an isolated molecule of C4H4N2OS, from OMol25.

CARTESIAN COORDINATES (ANGSTROEM)
C: -2.3468 0.0587 0.1333
C: -0.8618 0.0328 0.3427
C: 1.5684 -0.9103 -0.0715
C: -0.2038 1.1287 -0.3553
H: -0.6301 0.1853 1.4009
H: 1.9472 -0.8524 -1.1128
H: 2.2645 -1.5652 0.4480
H: -0.7384 1.8795 -1.0018
N: -3.4930 -0.0667 0.0476
N: 1.0553 1.3380 -0.2615
O: 1.6190 0.3375 0.5911
S: -0.1804 -1.5657 -0.1608

Computed properties:
M: 128.16 g mol⁻¹
E_LUMO: 0.31 eV
SMILES: N#C[C@@H]1C=NOCS1
Highest occupied orbital energy: -9.72 eV
Frontier orbital gap: 10.0297 eV

Of them, arrangement a has the lowest stability.